An isolated ion of composition C6H11N2 and charge +1 at a distorted geometry, computed with the ωB97M-V functional and the def2-TZVPD basis.

Structure (XYZ):
```
19
Properties=species:S:1:pos:R:3:forces:R:3
C -2.2633 0.2433 1.1902 -1.0747 -2.2432 -0.5827
C 0.7872 0.9573 0.6485 -0.1089 -0.9260 -0.2291
C 0.7230 0.7735 -0.8439 0.2290 -0.1549 0.6626
C -0.5530 0.9587 -0.0789 2.8714 1.6684 -0.5088
C 1.1786 -0.3821 0.0419 -0.7468 -1.0066 -0.8534
C -1.5724 -1.2052 -0.6516 -1.8392 -2.2912 0.1812
N -1.5629 -0.0475 0.1743 0.8042 2.1487 0.3750
N 2.6668 -0.4542 -0.1649 0.1260 0.9913 0.7723
H -2.9808 -0.5061 1.4466 -0.6478 -0.1761 0.3846
H -2.1885 1.1247 1.7844 0.5305 0.5804 0.0096
H 1.2966 1.3568 1.5518 -0.7449 0.6217 -1.1934
H 1.2154 1.2920 -1.7005 -0.9266 -0.3998 0.7459
H -0.9804 1.8984 -0.3019 -0.7516 0.9552 0.2511
H -1.7267 -1.0820 -1.7311 0.0269 0.7698 0.4762
H -0.6349 -1.6844 -0.4825 0.9058 -0.2429 -0.0116
H -2.3560 -1.8807 -0.2590 0.2136 0.2965 -0.3554
H 3.0418 0.4788 -0.3782 0.5452 0.0669 0.2041
H 2.8651 -1.0415 -0.9656 0.1335 -0.4608 0.2507
H 3.0444 -0.7998 0.7204 0.4544 -0.1973 -0.5790
```
Positions in Å, forces in eV/Å.

Calculated values
total charge	+1
E_LUMO	-0.15257	Eh
gap between HOMO and LUMO	6.547	eV
2S+1	1
E_HOMO	-10.699	eV

An isolated ion of composition C6H11N2 and charge +1 at a distorted geometry, computed with the ωB97M-V functional and the def2-TZVPD basis.

Structure (XYZ):
```
19
Properties=species:S:1:pos:R:3:forces:R:3
C -0.9353 2.1355 2.0555 -0.4763 -2.0503 -1.8327
N -0.4901 1.3520 1.1352 -2.1628 3.5066 4.7085
C 0.0340 0.8385 0.1798 7.1438 -3.0527 -1.5317
N 1.7101 0.7495 0.0830 -6.6545 -1.6105 -4.0211
C 1.9455 -0.5999 -0.4360 0.7971 -1.5766 -1.8643
C 0.7160 -0.9277 -1.4030 0.5395 0.2559 1.1463
C -0.5098 -0.1474 -0.7601 -0.7710 -1.2377 -1.4021
C -1.5868 -1.0709 -0.1584 -3.4811 2.8389 -0.4202
H -1.3749 1.7781 2.9969 0.8113 -0.2466 -0.2587
H -1.1728 3.1268 1.7598 0.1946 1.0514 -0.1259
H 2.1719 0.9810 0.8612 1.8154 1.2472 3.9960
H 2.0989 -1.5115 0.2700 -0.6202 1.9636 -0.4361
H 2.9077 -0.6324 -1.0583 -1.2748 0.4399 0.8233
H 0.7903 -0.6277 -2.4560 0.5363 0.2320 0.4737
H 0.6631 -2.0365 -1.4207 -0.6992 0.7354 0.1543
H -1.0739 0.3622 -1.5373 0.3684 0.4871 -0.2553
H -2.3688 -0.5317 0.5222 1.9138 -0.6834 -0.5151
H -1.1640 -1.8924 0.2869 0.7076 -2.0027 1.2402
H -2.3608 -1.3453 -0.9207 1.3122 -0.2973 0.1210
```
Positions in Å, forces in eV/Å.

Calculated values
total charge	+1
E_LUMO	-0.19785	Eh
gap between HOMO and LUMO	8.561	eV
2S+1	1
E_HOMO	-13.944	eV
SMILES	C=NC1=[NH+]CC[C@H]1C

An isolated ion of composition C6H11N2O and charge +1 at a distorted geometry, computed with the ωB97M-V functional and the def2-TZVPD basis.

Structure (XYZ):
```
20
Properties=species:S:1:pos:R:3:forces:R:3
C -2.7998 1.8360 -0.5738 -0.4610 0.0623 -0.2552
N -1.5912 1.1008 -0.2731 -0.3565 -0.2302 0.1873
C -0.3716 1.5848 -0.5368 0.7557 -0.2638 0.0380
C 0.8063 0.9397 -0.3558 -0.2903 1.3230 -0.5683
N 0.9132 -0.3268 0.1887 -0.6265 -0.8955 0.7293
C 0.0886 -0.9406 0.9865 0.7087 -0.2998 0.0187
O 0.4404 -2.1528 1.3299 -0.6523 0.2842 0.2652
C 1.7195 -2.4427 0.7453 0.8049 -0.3782 -0.2235
C 2.0687 -1.1882 -0.0719 0.4639 -0.3822 -0.2315
H -3.1870 1.5947 -1.5675 0.0326 0.0557 0.0448
H -3.5590 1.5811 0.1632 -0.0293 0.1163 -0.0129
H -2.6053 2.9047 -0.5244 0.0157 -0.0221 0.0538
H -1.7134 0.0990 -0.2299 0.0319 0.1185 -0.0159
H -0.3330 2.6002 -0.9059 0.0212 0.0411 -0.0305
H 1.7348 1.3934 -0.6505 0.0863 0.0241 0.0413
H -0.7910 -0.5231 1.4454 -0.1230 0.0939 -0.0898
H 1.6225 -3.3486 0.1425 -0.0406 0.2077 0.0830
H 2.4214 -2.6328 1.5605 -0.1391 0.0610 -0.1239
H 2.9811 -0.6956 0.2701 -0.1385 0.0141 -0.0128
H 2.1548 -1.3830 -1.1425 -0.0637 0.0698 0.1029
```
Positions in Å, forces in eV/Å.

Calculated values
total charge	+1
E_LUMO	-0.14068	Eh
gap between HOMO and LUMO	8.328	eV
2S+1	1
E_HOMO	-12.156	eV
SMILES	CN/C=C\[N+]1=COCC1

A 2-piece molecular cluster, C6H11N2O overall at a distorted geometry, computed with the ωB97M-V functional and the def2-TZVPD basis.

Structure (XYZ):
```
20
Properties=species:S:1:pos:R:3:forces:R:3
C -1.3061 -0.2292 -0.3615 -3.2501 1.3276 -0.0356
C -1.6333 -0.1926 1.1580 0.2016 0.8294 0.0905
C 0.5054 1.5247 1.2454 0.2912 -0.2628 1.4264
C -0.2442 0.2604 1.7334 -1.6190 0.0762 -0.2480
C 0.6653 0.2591 0.5903 1.5829 0.1193 2.7632
C 0.6397 0.1178 -1.7112 1.5252 0.2194 -1.2751
N 0.0193 0.0035 -0.5623 -2.0246 -0.8070 -1.7596
N -2.2656 -0.0259 -1.3664 1.9825 -0.9320 2.5272
O 3.2787 -1.4271 -0.4370 -0.2573 -0.5258 -0.3001
H -2.6526 0.3457 1.4544 2.4471 -0.9533 -0.8220
H -1.6044 -1.1723 1.6154 -0.8921 -0.6777 -0.3849
H 0.0552 2.3946 0.8490 -0.6117 0.5955 -0.6940
H 1.2427 1.7305 1.9897 0.5643 0.3313 0.2621
H -0.0064 -0.1647 2.7063 0.2100 0.3142 -0.2521
H 0.1976 -0.2984 -2.5508 -1.0885 -0.4430 -1.4847
H 2.9435 -1.8605 -1.2400 0.2758 0.1567 0.3405
H 1.6959 0.3648 -1.8143 -0.3893 0.0548 0.7401
H -3.2776 -0.0042 -1.2275 0.7303 -0.2593 0.5371
H -1.9564 0.5266 -2.1185 0.4008 0.4914 -1.3360
H 3.7032 -2.1529 0.0476 -0.0791 0.3452 -0.0948
```
Positions in Å, forces in eV/Å.

Calculated values
total charge	+1
E_LUMO (spin up / spin down)	-0.17565 / -0.19096	Eh
gap between HOMO and LUMO (spin up / spin down)	7.529 / 7.503	eV
2S+1	1
E_HOMO (spin up / spin down)	-12.309 / -12.699	eV

An isolated ion of composition C6H11N2O2 and charge +1 at a distorted geometry, computed with the ωB97M-V functional and the def2-TZVPD basis.

Structure (XYZ):
```
21
Properties=species:S:1:pos:R:3:forces:R:3
C 1.0455 -2.4427 -0.6348 0.0793 1.6365 2.2372
C 0.4523 -1.3389 0.2558 0.9382 0.4984 -0.9799
C 0.5430 -1.2343 1.5698 2.5102 -1.0866 0.7744
C 0.1536 -0.0937 2.3941 -1.8484 0.9319 1.1790
O -0.0055 -0.1356 3.5997 0.7052 -0.2129 -1.2474
N -0.2642 1.0535 1.7029 0.9056 -2.7702 -0.1846
C -0.1266 1.2979 0.3545 0.6694 -1.1782 -1.6635
C -1.2996 2.0289 -0.2867 3.6793 3.2852 2.4231
O 1.0864 1.7937 0.0218 -0.5856 1.5585 -1.6844
N -0.1759 -0.1647 -0.4192 -0.0250 0.6251 0.8664
H 1.7824 -1.9331 -1.2899 -0.2857 -0.8430 0.2065
H 0.2411 -2.9193 -1.1506 -0.2532 -0.4867 -0.6797
H 1.4755 -3.1162 0.1443 0.0654 0.1801 -1.2236
H 1.2298 -1.9324 2.1244 -1.3205 0.3058 -0.6039
H -0.7296 1.6758 2.2611 -1.3607 2.0536 1.5466
H -1.0085 3.1336 -0.3001 -0.6510 -1.2837 0.4967
H -2.1032 1.8307 0.3156 -2.3310 -0.1140 1.2430
H -1.4911 1.8690 -1.2614 -0.4086 -1.2252 -3.3906
H 1.8152 1.2873 0.3341 0.9472 -0.6752 0.8581
H 0.1164 0.1018 -1.3831 -0.2460 -0.8550 0.7228
H -1.1551 -0.3298 -0.3314 -1.1840 -0.3444 -0.8961
```
Positions in Å, forces in eV/Å.

Calculated values
total charge	+1
E_LUMO	-0.14944	Eh
gap between HOMO and LUMO	10.414	eV
2S+1	1
E_HOMO	-14.481	eV
SMILES	CC1=CC(=O)N[C@@](C)(O)[NH2+]1

An isolated ion of composition C6H11N2O2S and charge +1 at a distorted geometry, computed with the ωB97M-V functional and the def2-TZVPD basis.

Structure (XYZ):
```
22
Properties=species:S:1:pos:R:3:forces:R:3
C -1.1884 -1.6453 1.5766 -3.8584 -1.5764 0.8005
N -0.5366 -0.4413 1.2612 1.7049 2.0699 -0.5901
C -0.1517 0.4418 2.2519 0.3034 -0.7547 -2.2270
C 0.5652 1.4511 1.7503 1.5599 3.9491 -0.5769
N 0.6429 1.3911 0.4156 -3.6078 -6.6969 -0.2506
C 1.1022 2.2115 -0.6153 1.9165 -0.3878 -2.3134
C -0.1470 -0.0645 0.0451 2.7644 5.4562 2.1696
S -0.7706 -0.5032 -1.6003 0.7207 -1.3582 2.8092
C 0.5527 -1.4551 -2.2680 1.1664 -1.6040 1.7370
O -1.8474 -1.2993 -1.0982 -0.5729 -0.1842 -1.3727
O -0.8708 0.7041 -2.3161 -0.3971 0.6780 -0.8079
H -0.7020 -2.5216 1.1681 0.3579 0.0087 0.0766
H -1.3113 -1.7277 2.7099 0.1688 0.0637 -1.7640
H -2.2238 -1.6048 1.0346 1.7374 -0.2446 1.4247
H -0.3836 0.3422 3.2263 -0.8337 -0.8939 2.9185
H 1.0208 2.3972 2.2912 -1.0749 -2.3329 -1.0301
H 0.2847 2.5638 -1.2331 -0.1472 0.0730 -0.0093
H 1.6176 3.0602 -0.1893 0.3997 0.1326 -0.0741
H 1.7936 1.5564 -1.3091 -1.0509 1.6690 1.3278
H 0.8321 -2.4719 -1.6740 -1.2327 2.4361 -1.4474
H 0.3047 -1.6019 -3.3109 0.2305 -0.2134 -0.2638
H 1.4166 -0.7828 -2.1164 -0.2552 -0.2893 -0.5365
```
Positions in Å, forces in eV/Å.

Calculated values
total charge	+1
E_LUMO	-0.16529	Eh
gap between HOMO and LUMO	9.115	eV
2S+1	1
E_HOMO	-13.613	eV
SMILES	Cn1cc[n+](C)c1S(C)(=O)=O

A 2-piece molecular cluster, C6H11N2OS2 overall at a distorted geometry, computed with the ωB97M-V functional and the def2-TZVPD basis.

Structure (XYZ):
```
22
Properties=species:S:1:pos:R:3:forces:R:3
C 1.9645 0.4591 0.0657 3.1706 -0.2170 -0.0211
C -0.0803 1.4473 -0.7179 -1.4075 0.6768 0.4097
C -0.2489 -0.0519 -0.4630 -0.4186 2.1895 -0.3037
C -0.2758 -0.9293 -1.7091 -0.6369 1.8735 -1.4274
C -1.5041 -0.3720 0.3323 -0.4834 2.0365 0.1986
C 1.0847 -1.5815 0.9629 1.2075 -2.3847 -0.0104
N 0.9436 -0.3003 0.3767 -1.9000 -0.6533 -1.0592
N -1.3014 2.4704 1.2871 -1.9007 0.7135 -1.3788
O -1.5022 3.7130 1.2102 0.6055 -0.8242 0.2120
S 3.5396 -0.0284 0.4189 0.4583 0.3310 0.1603
S 1.6717 1.8591 -0.8634 -1.6920 -0.7006 0.1018
H -0.8163 1.8787 -1.4153 0.7233 -0.0311 0.1714
H -0.8485 -1.7484 -1.4797 -1.2371 -2.4864 0.3803
H 0.6585 -1.2354 -2.0355 2.1263 -0.6461 -0.4221
H -0.7460 -0.5117 -2.6514 0.2725 0.2427 1.3865
H -1.7207 0.3642 1.1243 0.3105 -0.3734 -0.3779
H -1.3792 -1.3193 0.7167 0.1101 -2.1716 1.1343
H -2.4136 -0.4759 -0.2368 -0.1925 0.4010 -0.7768
H 0.1319 -1.8568 1.4296 0.6752 0.1251 0.4044
H 1.3126 -2.4918 0.2413 -0.2907 1.9531 0.7468
H 1.9879 -1.5416 1.6205 -1.0940 -0.1948 -0.1553
H -0.4579 2.2525 1.7856 1.5938 0.1407 0.6266
```
Positions in Å, forces in eV/Å.

Calculated values
total charge	-1
E_LUMO (spin up / spin down)	0.11862 / 0.11864	Eh
gap between HOMO and LUMO (spin up / spin down)	5.343 / 5.783	eV
2S+1	1
E_HOMO (spin up / spin down)	-2.116 / -2.555	eV

One molecule with the formula C6H11N2P at a distorted geometry, computed with the ωB97M-V functional and the def2-TZVPD basis.

Structure (XYZ):
```
20
Properties=species:S:1:pos:R:3:forces:R:3
C -1.3266 -1.8026 -0.1023 -0.7025 0.3057 -2.0696
C -0.7820 -0.4493 -0.4099 -1.2519 3.1211 -2.3999
C -0.5810 -0.2699 -1.9644 -0.0163 -2.2309 0.6284
C 0.4531 0.0504 0.2323 -2.3495 0.8645 0.7036
C 1.6768 -0.4543 0.2469 2.3482 -0.9205 -0.2525
N 2.4198 0.3918 1.0077 3.7322 -1.4258 -0.5278
N 1.7722 1.4333 1.4199 -0.0921 1.4365 0.7808
C 0.5634 1.2695 0.9583 -1.7066 -0.1115 -0.0346
P -0.7165 2.5524 1.1759 2.1140 1.3031 -2.7024
H -0.8623 -2.0977 0.7244 1.9394 -1.7466 3.6498
H -1.1512 -2.5525 -0.8699 -0.0490 0.0309 -0.1281
H -2.3567 -1.7704 0.1568 -1.0259 -0.0190 -0.1511
H -1.6538 0.2768 -0.2220 1.5071 -0.6621 0.3149
H -1.4420 0.1579 -2.3755 -1.2468 0.8659 -0.7970
H -0.6012 -1.3124 -2.2956 0.3255 0.2014 -0.6665
H 0.2971 0.1975 -2.3813 0.3335 0.3651 0.4792
H 2.1479 -1.2293 -0.3457 -0.1538 -0.1697 0.4586
H 3.4591 0.3685 1.1326 -1.7011 -0.0702 -0.1587
H 0.2104 3.3298 1.9242 -0.7511 -0.1548 0.5420
H -1.5264 1.9106 1.9876 -1.2532 -0.9829 2.3309
```
Positions in Å, forces in eV/Å.

Calculated values
E_LUMO	0.03462	Eh
gap between HOMO and LUMO	9.435	eV
2S+1	1
E_HOMO	-8.492	eV
SMILES	CC(C)c1c[nH]nc1P

A 2-piece molecular cluster, C6H11N2S overall at a distorted geometry, computed with the ωB97M-V functional and the def2-TZVPD basis.

Structure (XYZ):
```
20
Properties=species:S:1:pos:R:3:forces:R:3
C -2.1157 0.7543 0.5339 0.2779 -1.3357 -0.5556
C -2.0743 -0.5923 0.3947 2.1287 1.9480 0.7717
C -0.0671 0.1834 0.2834 5.0268 -0.2684 -0.3938
C -0.3987 2.6037 0.4061 2.4413 -1.2168 3.4245
C -0.3520 -2.3479 0.2669 1.3013 -1.5181 -1.3311
C 2.7927 -0.3159 -1.3142 -1.2054 -1.2518 -2.0274
N -0.8471 1.2470 0.3845 -0.4153 -2.1821 0.3727
N -0.7343 -0.9742 0.3335 -0.8298 2.4143 -0.3348
S 2.3587 0.5897 0.1099 -3.6884 -0.1713 1.0382
H -2.9053 1.3147 0.8897 -1.5102 1.2962 0.1161
H -2.7818 -1.2845 0.5972 -2.2214 -1.9648 0.2897
H -0.7104 3.0581 -0.4410 -1.1085 1.9431 -2.3292
H -0.6559 3.0527 1.3913 -0.1167 0.0355 -1.0078
H 0.7025 2.4641 0.3954 -0.6549 0.7832 -0.1443
H -1.1228 -2.8367 -0.2995 -0.2145 -0.1751 -0.7437
H 0.6275 -2.5284 -0.2758 -1.1746 0.4666 0.9065
H -0.4155 -2.9143 1.1865 0.5253 0.5881 0.7077
H 2.7619 -1.4241 -1.1045 0.3868 1.2099 -0.3892
H 3.8294 0.0474 -1.4938 -0.5129 -0.3886 -0.1351
H 2.1082 -0.0967 -2.2443 1.5644 -0.2121 1.7649
```
Positions in Å, forces in eV/Å.

Calculated values
total charge	+1
E_LUMO	-0.19304	Eh
gap between HOMO and LUMO	8.048	eV
2S+1	1
E_HOMO	-13.300	eV

One molecule with the formula C6H11N3 at a distorted geometry, computed with the ωB97M-V functional and the def2-TZVPD basis.

Structure (XYZ):
```
20
Properties=species:S:1:pos:R:3:forces:R:3
C 2.2860 -1.0882 1.5176 0.2050 1.3940 1.4455
N 1.4558 -0.4835 0.4925 0.4241 -0.5977 0.6603
C 0.2350 0.1657 0.9991 -0.1942 0.6362 -0.4628
C -0.7060 -0.0091 -0.1875 0.4835 -0.9595 0.6599
C -0.1019 -1.2002 -0.8053 0.7967 -0.8259 0.1618
N 1.0730 -1.5064 -0.3817 -1.2051 0.9106 -0.9160
C -2.1766 0.2411 -0.2308 0.3426 1.1630 -0.7302
C -1.2287 1.0719 -1.0834 -0.2172 -1.3489 -0.1357
N -0.9603 2.4280 -0.8417 0.5127 1.0091 0.7806
H 3.2049 -1.4985 1.1129 -0.0308 0.0337 -0.2454
H 1.7464 -1.8842 2.0519 0.0556 0.0855 0.0184
H 2.5603 -0.2728 2.2595 -0.2419 -1.0116 -0.7637
H 0.4215 1.2347 1.1909 -0.0097 -0.4169 0.2947
H -0.1559 -0.3566 1.8901 0.0957 0.2071 -0.0876
H -0.5409 -1.7814 -1.5833 -0.3716 -0.3925 -0.3989
H -2.6794 0.7732 0.5467 0.0681 0.2417 0.7208
H -2.8540 -0.3807 -0.7661 -0.1474 -0.7680 -0.2695
H -1.1789 0.7516 -2.1146 -0.1530 0.2930 -0.2795
H 0.0656 2.5427 -0.7618 -0.9338 0.2742 0.0810
H -1.4163 2.7180 0.0323 0.5205 0.0729 -0.5337
```
Positions in Å, forces in eV/Å.

Calculated values
E_LUMO	0.03437	Eh
gap between HOMO and LUMO	9.161	eV
2S+1	1
E_HOMO	-8.226	eV
SMILES	CN1C[C@@]2(C=N1)C[C@H]2N

Question: Which value of 2S+1 does entry 5 give?
Answer: 1

Copy entry 8 word for word.
One molecule with the formula C6H11N2P at a distorted geometry, computed with the ωB97M-V functional and the def2-TZVPD basis.

Structure (XYZ):
```
20
Properties=species:S:1:pos:R:3:forces:R:3
C -1.3266 -1.8026 -0.1023 -0.7025 0.3057 -2.0696
C -0.7820 -0.4493 -0.4099 -1.2519 3.1211 -2.3999
C -0.5810 -0.2699 -1.9644 -0.0163 -2.2309 0.6284
C 0.4531 0.0504 0.2323 -2.3495 0.8645 0.7036
C 1.6768 -0.4543 0.2469 2.3482 -0.9205 -0.2525
N 2.4198 0.3918 1.0077 3.7322 -1.4258 -0.5278
N 1.7722 1.4333 1.4199 -0.0921 1.4365 0.7808
C 0.5634 1.2695 0.9583 -1.7066 -0.1115 -0.0346
P -0.7165 2.5524 1.1759 2.1140 1.3031 -2.7024
H -0.8623 -2.0977 0.7244 1.9394 -1.7466 3.6498
H -1.1512 -2.5525 -0.8699 -0.0490 0.0309 -0.1281
H -2.3567 -1.7704 0.1568 -1.0259 -0.0190 -0.1511
H -1.6538 0.2768 -0.2220 1.5071 -0.6621 0.3149
H -1.4420 0.1579 -2.3755 -1.2468 0.8659 -0.7970
H -0.6012 -1.3124 -2.2956 0.3255 0.2014 -0.6665
H 0.2971 0.1975 -2.3813 0.3335 0.3651 0.4792
H 2.1479 -1.2293 -0.3457 -0.1538 -0.1697 0.4586
H 3.4591 0.3685 1.1326 -1.7011 -0.0702 -0.1587
H 0.2104 3.3298 1.9242 -0.7511 -0.1548 0.5420
H -1.5264 1.9106 1.9876 -1.2532 -0.9829 2.3309
```
Positions in Å, forces in eV/Å.

Calculated values
E_LUMO	0.03462	Eh
gap between HOMO and LUMO	9.435	eV
2S+1	1
E_HOMO	-8.492	eV
SMILES	CC(C)c1c[nH]nc1P